#i
The following is a DFT calculation (wB97M-V/def2-TZVPD) of a 2-piece molecular cluster, C3H9N4 overall.

Geometry as XYZ:
```
16
Properties=species:S:1:pos:R:3:mulliken_charge:R:1
H -3.919 0.382 -0.419 0.278
H 1.383 -2.669 -0.799 0.255
N 1.119 -0.677 -0.092 -0.004
N -1.850 0.157 0.201 0.302
H -3.137 1.475 0.861 0.307
C 1.750 0.466 0.374 0.117
H 0.352 1.880 0.190 0.274
N -3.024 0.597 0.204 -0.544
H -0.009 -0.761 -0.326 0.360
C 1.753 -1.753 -0.336 -0.079
H -1.985 -1.270 -1.117 0.168
N -1.397 -0.794 -0.431 -0.420
H 2.866 -1.705 -0.191 0.202
H 1.950 2.528 0.908 0.278
H 2.841 0.395 0.437 0.212
C 1.306 1.749 0.536 -0.706
```

Values from the calculation:
Frontier orbital gap: 9.5 eV
LUMO energy: -4.266 eV
Total charge: +1



#ii
The following is a DFT calculation (wB97M-V/def2-TZVPD) of an isolated ion of composition C3H9N4 and charge +1.

Geometry as XYZ:
```
16
Properties=species:S:1:pos:R:3:mulliken_charge:R:1
C 2.494 0.462 -0.116 -0.776
H 2.621 0.288 -1.192 0.355
H -2.692 -0.304 -0.937 0.285
N 0.141 0.066 0.229 0.895
C -2.144 -0.132 -0.038 -0.357
N 1.422 -0.310 0.426 -0.562
H -2.786 -0.472 0.780 0.252
C -0.902 -0.984 0.036 -0.589
H 3.369 0.001 0.178 0.364
H 1.518 -1.307 0.074 0.280
H -0.607 -1.571 -0.788 0.358
H -0.902 -1.675 0.974 0.295
N -1.590 1.182 0.038 0.086
H 2.442 1.589 0.076 0.300
H -2.123 1.935 0.064 0.165
N -0.264 1.231 0.198 -0.351
```

Values from the calculation:
Frontier orbital gap: 9.4 eV
LUMO energy: -4.156 eV
Total charge: +1
SMILES string: CN[N+]1=NNCC1



#iii
The following is a DFT calculation (wB97M-V/def2-TZVPD) of an isolated ion of composition C3H9N4 and charge +1.

Geometry as XYZ:
```
16
Properties=species:S:1:pos:R:3:mulliken_charge:R:1
N -0.190 -1.190 0.297 -0.097
N -0.926 0.960 1.643 -0.561
H 0.285 2.044 0.210 0.332
H 1.373 0.025 0.497 0.253
H -1.738 1.542 1.789 0.237
N 0.313 -1.896 -1.768 -0.217
H -0.913 -1.084 1.019 0.324
H -0.261 1.169 2.382 0.201
H -0.746 -3.074 -0.445 0.434
H -1.158 1.201 -0.407 0.363
C 1.158 -1.037 -2.160 -0.076
C -0.348 1.155 0.329 -0.455
C -0.211 -2.153 -0.626 -0.059
H 2.157 -0.961 -1.747 0.266
N 0.481 -0.007 0.006 -0.251
H 0.973 -0.537 -3.105 0.306
```

Values from the calculation:
Frontier orbital gap: 9.7 eV
LUMO energy: -4.548 eV
Total charge: +1
SMILES string: C=N/C=[NH+]\NCN



It comes down to #iii, which is 0.0520 hartree more stable than the next structure.



#i
The following is a DFT calculation (wB97M-V/def2-TZVPD) of an isolated ion of composition C3H9N4 and charge +1.

Geometry as XYZ:
```
16
Properties=species:S:1:pos:R:3:mulliken_charge:R:1
N -1.063 1.228 -0.984 -0.505
N -0.531 -0.872 0.029 -0.071
N 0.749 -0.857 1.862 -0.589
H -0.039 2.925 -0.157 0.410
N -0.564 -1.766 -0.854 -0.142
H 1.619 1.548 1.035 0.392
H -1.448 -2.238 -1.018 0.280
H 0.172 -0.320 2.496 0.263
H 0.602 -1.851 1.971 0.236
H 0.242 -2.014 -1.441 0.278
C 0.813 1.118 0.466 -0.982
H 1.587 -0.820 -0.049 0.488
H -1.952 1.709 -0.964 0.245
H -0.806 1.008 -1.939 0.259
C -0.059 1.841 -0.217 0.032
C 0.729 -0.390 0.505 0.406
```

Values from the calculation:
Frontier orbital gap (spin up / spin down): 8.1 / 8.1 eV
LUMO energy (spin up / spin down): -5.304 / -5.304 eV
Total charge: +1
SMILES string: N/C=C\[C@@H](N)N=[NH2+]



#ii
The following is a DFT calculation (wB97M-V/def2-TZVPD) of an isolated ion of composition C3H9N4 and charge +1.

Geometry as XYZ:
```
16
Properties=species:S:1:pos:R:3:mulliken_charge:R:1
H -0.835 -0.645 -1.239 0.377
H 0.941 -1.645 0.712 0.397
H 2.710 -0.505 0.020 0.282
C 0.215 -0.747 0.674 -0.390
H -1.623 -1.705 -0.160 0.398
C -1.014 -0.854 -0.237 -0.696
N -1.891 0.225 0.104 -0.188
H 0.633 2.358 -0.234 0.452
H -2.779 0.222 0.603 0.253
H 2.824 0.973 -0.590 0.289
C 0.232 1.441 -0.181 -0.118
N 0.930 0.423 0.123 0.567
N -1.227 1.419 0.077 -0.207
N 2.304 0.437 0.114 -0.950
H -1.571 2.265 -0.331 0.260
H -0.129 -0.479 1.709 0.276
```

Values from the calculation:
Frontier orbital gap: 8.9 eV
LUMO energy: -3.621 eV
Total charge: +1
SMILES string: N[N+]1=CNNCC1



It comes down to #i, which is 0.0274 hartree more stable than the next structure.



#i
The following is a DFT calculation (wB97M-V/def2-TZVPD) of an isolated ion of composition C3H9N4 and charge +1.

Geometry as XYZ:
```
16
Properties=species:S:1:pos:R:3:mulliken_charge:R:1
H -0.846 0.365 -1.984 0.316
N -0.984 0.577 0.472 -0.462
N 0.203 0.648 -0.358 1.019
H -2.305 -0.998 -0.034 0.290
H -0.362 -2.554 -0.367 0.330
N 0.666 -0.703 -0.584 -0.533
C -1.371 -0.769 0.594 -0.356
C -0.161 -1.626 0.167 -0.373
H -1.779 -0.901 1.644 0.322
H 1.568 -0.717 -0.030 0.310
H 0.794 2.386 0.719 0.317
H 2.026 1.109 0.557 0.266
H 0.288 -1.935 1.140 0.294
C 1.164 1.663 0.100 -0.538
H 1.704 2.301 -0.629 0.329
N -0.604 1.152 -1.406 -0.528
```

Values from the calculation:
Frontier orbital gap (spin up / spin down): 9.4 / 9.5 eV
LUMO energy (spin up / spin down): -6.017 / -6.133 eV
Total charge: +1



#ii
The following is a DFT calculation (wB97M-V/def2-TZVPD) of an isolated ion of composition C3H9N4 and charge +1.

Geometry as XYZ:
```
16
Properties=species:S:1:pos:R:3:mulliken_charge:R:1
H 0.187 -1.211 1.299 0.397
H -0.312 -3.502 0.473 0.408
C -0.476 2.082 -0.005 -1.071
C 0.538 -1.030 0.325 0.049
H -0.650 1.526 -0.814 0.391
N 0.383 -1.774 -0.708 -0.578
N 1.518 -0.175 0.465 0.313
H 1.557 2.533 -0.629 0.336
C 1.058 2.092 0.231 -0.422
H -0.957 1.717 0.924 0.302
H 1.321 2.826 0.865 0.496
N 1.872 0.954 0.450 -0.435
H -0.874 3.160 -0.056 0.325
H -1.128 -3.220 -1.186 0.392
H 0.266 -3.817 -0.920 0.368
N -0.239 -3.026 -0.559 -0.270
```

Values from the calculation:
Frontier orbital gap: 9.1 eV
LUMO energy: -3.867 eV
Total charge: +1
SMILES string: CC/N=N\C=N\[NH3+]



It comes down to #ii, which is 0.0540 hartree more stable than the next structure.